{"formula": "C24H23N7O2S", "method": "wB97M-V/def2-TZVPD", "relative_energy_kcal_mol": 8.00, "smiles": "O=C(Nc1ccccc1-c1nnn(CC(=O)N2CCN(c3ccccc3)CC2)n1)c1cccs1", "e_tot_ev": -50622.22338, "elements": ["O", "C", "N", "C", "C", "C", "C", "C", "C", "C", "N", "N", "N", "C", "C", "O", "N", "C", "C", "N", "C", "C", "C", "C", "C", "C", "C", "C", "N", "C", "C", "C", "C", "S", "H", "H", "H", "H", "H", "H", "H", "H", "H", "H", "H", "H", "H", "H", "H", "H", "H", "H", "H", "H", "H", "H", "H"], "coordinates": [[5.357, 2.770, -0.340], [4.243, 2.300, -0.205], [3.955, 0.978, -0.027], [4.814, -0.110, 0.009], [6.194, 0.023, -0.138], [7.015, -1.086, -0.104], [6.484, -2.356, 0.073], [5.121, -2.506, 0.218], [4.272, -1.399, 0.190], [2.854, -1.630, 0.350], [1.905, -0.668, 0.417], [0.772, -1.261, 0.563], [1.012, -2.544, 0.587], [-0.014, -3.535, 0.693], [-1.084, -3.294, -0.393], [-1.051, -3.952, -1.414], [-2.017, -2.358, -0.155], [-2.150, -1.480, 0.986], [-2.074, -0.006, 0.536], [-3.066, 0.279, -0.474], [-4.333, 0.715, -0.100], [-5.505, 0.251, -0.704], [-6.740, 0.758, -0.343], [-6.850, 1.734, 0.630], [-5.696, 2.212, 1.230], [-4.460, 1.718, 0.869], [-2.890, -0.607, -1.601], [-3.004, -2.079, -1.183], [2.286, -2.832, 0.459], [3.050, 3.165, -0.225], [3.079, 4.529, -0.343], [1.798, 5.111, -0.346], [0.807, 4.187, -0.232], [1.415, 2.588, -0.118], [2.975, 0.722, 0.103], [6.608, 1.007, -0.277], [8.081, -0.959, -0.219], [7.130, -3.220, 0.097], [4.681, -3.482, 0.355], [-0.445, -3.536, 1.697], [0.451, -4.501, 0.490], [-1.368, -1.657, 1.719], [-3.129, -1.662, 1.447], [-2.217, 0.628, 1.408], [-1.079, 0.184, 0.125], [-5.471, -0.517, -1.461], [-7.627, 0.375, -0.826], [-7.816, 2.121, 0.914], [-5.758, 2.986, 1.981], [-3.577, 2.135, 1.331], [-3.606, -0.369, -2.385], [-1.882, -0.435, -1.996], [-2.814, -2.744, -2.027], [-4.001, -2.280, -0.776], [4.000, 5.075, -0.424], [1.621, 6.168, -0.429], [-0.253, 4.347, -0.210]], "forces_ev_per_angstrom": [[0.0, 0.0, 0.0], [0.2, 0.0, 0.0], [-0.4, 0.0, 0.0], [0.3, -0.4, 0.0], [0.2, 0.2, 0.0], [-0.2, -0.1, 0.0], [0.1, -0.1, 0.0], [0.0, 0.2, 0.0], [0.6, 0.1, -0.1], [-0.8, -0.5, 0.1], [0.3, 0.0, 0.0], [-0.8, 0.0, 0.1], [0.8, 0.7, 0.0], [-0.8, -0.6, -0.1], [0.2, -0.2, 0.2], [0.2, -0.2, -0.2], [-0.3, 0.1, 0.0], [0.1, 0.4, 0.3], [0.1, -0.2, 0.3], [0.2, 0.2, -0.2], [-0.3, 0.2, 0.0], [0.2, -0.1, -0.1], [-0.1, 0.1, 0.1], [-0.2, 0.0, 0.0], [0.0, 0.0, 0.0], [0.1, 0.0, 0.1], [-0.2, -0.3, -0.1], [-0.1, 0.1, -0.5], [0.6, -0.2, -0.1], [-0.6, 0.4, 0.0], [0.2, -0.5, 0.0], [-0.2, 0.0, 0.0], [0.1, -0.3, 0.0], [0.2, 0.6, -0.1], [0.3, 0.2, 0.0], [0.0, 0.0, 0.0], [0.1, 0.0, 0.0], [0.0, -0.1, 0.0], [0.0, -0.1, 0.0], [0.1, 0.0, -0.1], [-0.1, 0.3, 0.0], [-0.1, -0.1, 0.0], [0.1, 0.0, 0.0], [0.0, 0.0, 0.0], [-0.1, 0.0, 0.1], [0.0, -0.1, 0.0], [-0.1, 0.0, 0.0], [-0.1, 0.0, 0.0], [0.0, 0.1, 0.1], [0.1, 0.0, 0.0], [0.0, 0.0, 0.0], [-0.1, 0.0, 0.0], [-0.1, 0.1, 0.1], [0.0, 0.0, 0.0], [0.2, 0.0, 0.0], [-0.1, 0.2, 0.0], [-0.2, 0.1, 0.0]], "mulliken_charge": [-0.710, 0.617, -0.030, 0.241, -0.414, -0.502, -0.695, -0.702, 0.232, 0.511, -0.624, -0.327, 1.182, -1.048, 1.043, -0.667, 0.150, -0.994, -0.920, 0.095, 1.002, -0.389, -0.834, -0.482, -0.639, -0.260, -1.177, -0.688, -1.138, -0.072, -0.389, -0.781, -0.268, -0.164, 0.769, 0.540, 0.413, 0.394, 0.459, 0.360, 0.397, 0.502, 0.391, 0.382, 0.369, 0.260, 0.367, 0.386, 0.368, 0.396, 0.583, 0.374, 0.378, 0.366, 0.479, 0.402, 0.503]}